1.
C9H19Cl2N2PtSeSi | ωB97M-V with the def2-TZVPD basis set

The geometry in XYZ format:
```
35
Properties=species:S:1:pos:R:3:mulliken_charge:R:1
Pt 0.022 -0.067 0.099 0.33
Cl -2.408 0.477 -1.049 -0.11
C -2.782 -1.236 -0.803 -0.32
Cl -1.375 -2.004 -0.012 -0.09
H -2.937 -1.713 -1.763 0.34
H -3.637 -1.329 -0.144 0.35
C 4.764 -0.129 1.442 -1.06
Si 3.806 -1.658 1.926 0.41
C 4.402 -3.189 1.077 -0.95
C 3.581 -1.808 3.760 -1.02
Se 1.560 -1.517 1.176 -0.36
H 5.806 -0.212 1.763 0.49
H 4.361 0.763 1.920 0.15
H 4.760 0.008 0.359 0.43
H 5.423 -3.414 1.397 0.35
H 4.400 -3.057 -0.005 0.31
H 3.773 -4.046 1.319 0.32
H 4.554 -1.958 4.239 0.37
H 2.946 -2.657 4.014 0.33
H 3.131 -0.905 4.172 0.33
C 4.077 3.417 1.120 -1.32
C 2.762 2.996 0.563 0.74
C 1.817 3.703 -0.151 -0.93
C 0.774 2.816 -0.418 1.08
N 1.073 1.623 0.108 -0.08
N 2.277 1.752 0.697 0.15
C -0.490 3.082 -1.159 -1.66
H 4.256 4.462 0.883 0.33
H 4.891 2.826 0.699 0.33
H 4.098 3.305 2.205 0.33
H 1.871 4.737 -0.444 0.34
H 2.676 0.950 1.157 0.01
H -0.494 4.106 -1.521 0.34
H -1.357 2.953 -0.510 0.32
H -0.587 2.418 -2.019 0.38
```

For the total energy, the calculation gives -114131.8735 eV. As for the gap between HOMO and LUMO: 6.648 eV. Its energy relative to the best compared isomer or geometry (same formula, charge and spin) is 0.0 kcal/mol. For the HOMO energy, the calculation gives -11.0777 eV. Its total charge is +1.

=====

2.
C4H7NO | ωB97M-V with the def2-TZVPD basis set

The geometry in XYZ format:
```
13
Properties=species:S:1:pos:R:3:mulliken_charge:R:1
C 1.340 -1.245 -0.403 -0.63
C -0.154 0.361 0.331 -0.17
C -0.530 1.786 0.342 -0.31
N -0.193 1.109 -0.915 -0.45
C -0.870 -0.787 0.712 0.09
O -0.407 -1.907 0.407 -0.47
H 1.270 -2.214 -0.890 0.30
H 1.484 -0.415 -1.091 0.33
H 1.950 -1.238 0.493 0.28
H -1.572 2.073 0.501 0.26
H 0.201 2.523 0.672 0.20
H -1.032 0.915 -1.461 0.20
H -1.775 -0.774 1.336 0.38
```

For the total energy, the calculation gives -7792.9828 eV. As for the gap between HOMO and LUMO (spin up / spin down): 7.663 / 7.662 eV. Its energy relative to the best compared isomer or geometry (same formula, charge and spin) is 153.6 kcal/mol. For the HOMO energy (spin up / spin down), the calculation gives -7.6740 / -7.6734 eV.

=====

3.
C7H18SSi | ωB97M-V with the def2-TZVPD basis set

The geometry in XYZ format:
```
27
Properties=species:S:1:pos:R:3:mulliken_charge:R:1
C -1.634 -1.402 1.582 -1.70
C -1.494 -0.438 0.413 0.65
C -2.248 -1.045 -0.701 -1.48
Si 0.359 -0.149 0.150 -0.02
C 1.415 -0.003 1.738 -0.86
S 1.384 -1.694 2.475 -0.20
C 0.547 1.455 -0.886 0.48
C 0.100 1.148 -2.288 -1.67
C 2.061 1.711 -1.056 -1.57
H -1.030 -2.288 1.467 0.37
H -1.226 -0.880 2.416 0.44
H -2.661 -1.639 1.843 0.44
H -2.036 0.455 0.624 0.38
H -1.627 -1.947 -0.952 0.32
H -2.290 -0.552 -1.659 0.30
H -3.211 -1.481 -0.616 0.42
H 0.659 -1.506 -0.591 -0.12
H 0.793 0.726 2.271 0.35
H 2.414 0.123 1.647 0.56
H 2.090 -1.591 3.655 0.12
H 0.141 2.367 -0.367 0.37
H -0.888 0.774 -2.400 0.28
H 0.278 2.006 -2.904 0.42
H 0.694 0.416 -2.611 0.52
H 2.585 0.962 -1.644 0.35
H 2.548 1.820 -0.075 0.37
H 2.277 2.654 -1.531 0.47
```

For the total energy, the calculation gives -26262.4446 eV. As for the gap between HOMO and LUMO: 9.711 eV. Its energy relative to the best compared isomer or geometry (same formula, charge and spin) is 15.7 kcal/mol. For the HOMO energy, the calculation gives -8.9889 eV. The SMILES is CC(C)[SiH](CS)C(C)C.

=====

4.
C8H14FN2O | ωB97M-V with the def2-TZVPD basis set

The geometry in XYZ format:
```
26
Properties=species:S:1:pos:R:3:mulliken_charge:R:1
C 2.439 1.277 -0.757 -0.62
O 1.030 1.438 -0.927 -0.38
N 0.117 0.962 0.080 0.75
C 0.354 1.524 1.390 -0.97
C -1.338 1.195 -0.650 -0.68
C -2.379 0.583 -0.122 0.76
F -3.564 0.810 -0.684 -0.25
C -2.246 -0.516 0.894 -0.82
C -1.037 -1.055 1.052 -0.69
C 0.201 -0.533 0.377 -0.12
C 0.244 -1.441 -0.862 -0.85
N 0.133 -2.772 -0.466 -0.48
H 2.761 1.412 -1.709 0.30
H 2.811 0.345 -0.125 0.27
H 2.734 2.263 -0.151 0.30
H 1.314 1.106 1.727 0.40
H 0.509 2.663 1.239 0.35
H -0.575 1.478 1.912 0.42
H -1.340 1.723 -1.594 0.36
H -3.258 -0.794 1.139 0.47
H -1.024 -1.970 1.594 0.45
H 0.981 -0.817 0.972 0.71
H -0.527 -1.064 -1.533 0.53
H 1.136 -1.290 -1.390 0.35
H 1.004 -3.321 -0.290 0.23
H -0.480 -3.206 -1.118 0.22
```

For the total energy, the calculation gives -16256.1243 eV. As for the gap between HOMO and LUMO: 9.773 eV. Its energy relative to the best compared isomer or geometry (same formula, charge and spin) is 104.5 kcal/mol. For the HOMO energy, the calculation gives -13.2180 eV. The SMILES is CO[N@@+]1(C)C=C(F)C=C[C@H]1CN. Its total charge is +1.